Below is a cluster of 2 separate species, C2H6N2O in total at a distorted geometry, with properties calculated with ωB97M-V/def2-TZVPD.

Last column: Löwdin spin population.
Atoms and positions in Å:
C -0.87700 -0.81886 0.68910  0.02
C 0.15175 -0.44286 -0.37898  0.11
N 1.08462 2.64682 -0.88622  0.71
N 1.44150 -0.31899 -0.00784  0.70
O 0.05565 2.17424 -1.17322  0.37
H -1.01349 -0.01319 1.41112  0.00
H -1.83334 -1.07580 0.24371  0.00
H -0.49540 -1.69298 1.22209  0.00
H 0.08928 -1.07021 -1.27807  0.01
H -0.15893 0.61999 -0.79885  0.06
H 1.55536 -0.00816 0.95715  0.03

Computed properties:
LUMO (spin up / spin down) = -0.5 / -0.9 eV
HOMO-LUMO gap (spin up / spin down) = 8.4 / 8.9 eV
energy above the lowest of the compared OMol25 structures with the same formula, charge and spin = 0.0 kJ/mol
2S+1 = 3
DFT total energy = -7193.977 eV
molecular weight = 74.08 u